# C10H38N2O9

A 8-piece molecular cluster, C10H38N2O9 overall in a non-equilibrium geometry (ωB97M-V with the def2-TZVPD basis set, the OMol25 dataset).

Computed properties:
- E_LUMO (eV) = 0.51
- maximum force (eV Å⁻¹) = 3.2
- E (a.u.) = -1190.399097

Last column: Löwdin charge in e.
Element x y z (Å)
O: 2.52 0.85 -1.43  -0.131
H: 1.89 0.50 -0.70  0.014
H: 3.16 0.05 -1.43  0.082
O: -2.26 -0.72 3.05  -0.070
H: -1.43 -0.20 3.17  0.018
H: -2.17 -1.38 3.74  0.030
O: 0.10 1.33 2.63  -0.073
H: 0.61 2.01 3.08  0.027
H: 0.60 0.83 1.95  -0.003
O: 0.78 -0.09 0.45  -0.113
H: 1.08 -1.01 0.62  0.053
H: -0.25 -0.15 0.34  0.072
O: 3.64 1.29 3.02  -0.042
H: 2.96 1.67 2.48  -0.017
H: 3.41 1.53 3.92  0.035
C: -1.36 2.39 -0.88  -0.044
C: -2.42 1.22 -1.05  -0.362
C: -2.32 0.61 -2.45  -0.208
O: -3.22 -0.46 -2.68  -0.206
C: -4.61 -0.21 -2.37  -0.088
N: -2.12 0.17 -0.04  0.065
H: -1.49 2.81 0.13  0.082
H: -1.69 3.27 -1.47  0.085
H: -0.33 2.08 -1.02  0.045
H: -3.44 1.61 -0.80  0.136
H: -1.32 0.20 -2.76  0.145
H: -2.48 1.44 -3.21  0.136
H: -4.78 0.75 -2.71  0.056
H: -4.87 -0.26 -1.29  0.089
H: -5.29 -0.93 -2.85  0.096
H: -2.38 -0.74 -0.29  0.030
H: -2.59 0.28 0.81  0.053
C: -1.11 -3.20 -0.09  -0.069
C: 0.24 -3.56 -0.66  -0.411
C: 1.08 -4.11 0.53  -0.173
O: 1.38 -2.95 1.31  -0.250
C: 2.02 -3.19 2.53  -0.107
N: 0.19 -4.55 -1.77  0.042
H: -1.87 -2.85 -0.85  0.093
H: -1.07 -2.53 0.82  0.086
H: -1.51 -4.13 0.34  0.081
H: 0.86 -2.80 -1.05  0.117
H: 1.97 -4.62 0.16  0.125
H: 0.50 -4.79 1.15  0.112
H: 1.43 -3.94 3.15  0.108
H: 2.05 -2.20 3.06  0.103
H: 3.05 -3.49 2.40  0.082
H: -0.72 -4.98 -1.75  0.061
H: 0.25 -4.08 -2.67  0.066
C: 2.27 4.57 -1.35  -0.242
C: 2.88 4.26 0.05  -0.237
O: 1.99 3.47 0.82  -0.092
O: 1.46 3.62 -2.00  -0.076
H: 3.15 4.87 -1.93  0.110
H: 1.57 5.45 -1.16  0.139
H: 3.07 5.24 0.60  0.129
H: 3.80 3.69 0.10  0.104
H: 1.23 3.36 0.24  0.055
H: 1.87 2.74 -1.93  0.054